1.
{
  "formula": "C4H12O2",
  "method": "ωB97M-V/def2-TZVPD",
  "elements": ["C", "C", "C", "C", "O", "H", "H", "H", "H", "H", "H", "H", "H", "H", "H", "O", "H", "H"],
  "xyz": [[1.498, -1.294, 1.403], [0.367, -1.024, 0.436], [0.830, -0.394, -0.887], [-0.207, 0.556, -1.469], [-1.203, -0.196, -2.149], [1.966, -0.361, 1.717], [2.210, -2.052, 1.056], [1.143, -1.822, 2.295], [-0.150, -1.969, 0.255], [-0.310, -0.334, 0.954], [1.809, 0.090, -0.787], [1.099, -1.218, -1.549], [0.225, 1.305, -2.157], [-0.682, 1.180, -0.714], [-1.185, -0.082, -3.081], [-1.295, 1.984, 2.237], [-1.299, 1.572, 1.383], [-0.451, 2.372, 2.551]],
  "forces_ev_per_angstrom": [[0.0990, -0.9031, 0.6458], [0.1978, 0.1214, 0.1302], [0.4260, -0.1106, 0.4990], [0.5127, 0.0134, -1.3544], [-0.6700, -0.2705, 1.4291], [0.3297, -0.1925, -0.0637], [0.3035, 0.5917, -0.5134], [-0.3417, 0.4713, 0.1461], [-0.2666, 0.2453, -0.0996], [-0.1552, -0.2283, -0.1850], [-0.2379, 0.4197, 0.4487], [-0.4843, 0.1211, -0.5052], [0.1662, -0.4098, 0.0898], [-0.1356, -0.2384, 0.3568], [0.2790, 0.3448, -1.0473], [-0.1363, 0.7759, 1.6694], [0.8199, -0.0096, -0.5188], [-0.7062, -0.7417, -1.1274]],
  "smiles": "CCCCO.O",
  "charge": 0
}

=====

2.
{
  "formula": "C4H12O2S",
  "method": "ωB97M-V/def2-TZVPD",
  "elements": ["O", "C", "C", "C", "C", "S", "H", "H", "H", "H", "H", "H", "H", "H", "H", "H", "O", "H", "H"],
  "xyz": [[-1.027, -0.754, -2.042], [-1.198, -1.554, -0.843], [0.044, -1.664, 0.028], [0.538, -0.207, 0.242], [1.501, -0.394, 1.310], [2.368, 1.286, 1.698], [-1.669, -0.064, -2.166], [-1.687, -2.580, -1.221], [-2.128, -1.152, -0.201], [-0.156, -2.392, 0.780], [0.683, -2.130, -0.741], [0.840, 0.288, -0.684], [-0.326, 0.431, 0.601], [2.272, -1.190, 1.312], [0.823, -0.670, 2.084], [2.817, 1.325, 0.481], [-3.649, 1.530, -1.528], [-4.177, 2.085, -2.089], [-3.070, 2.175, -1.187]],
  "forces_ev_per_angstrom": [[1.2200, -1.0137, 0.8204], [-5.0165, -0.7823, -0.1453], [-0.8437, 1.0223, -4.7865], [-1.8087, -0.8597, -0.5129], [2.1252, 1.8717, 1.9258], [-0.9934, -1.5186, 1.0430], [-0.7084, 0.2117, 0.4582], [1.5886, 1.7500, 0.9000], [1.9890, -0.3543, -1.2371], [0.1445, 0.1137, 1.1664], [0.6818, -0.0713, 0.7793], [0.3045, -0.5891, 0.0458], [0.8884, -0.6635, -0.1236], [-0.4281, 0.5449, -0.7968], [0.2031, 0.1585, 1.5624], [0.5325, 0.2299, -1.0945], [-0.5260, -1.0749, -0.3675], [-0.8015, 0.0459, -0.6987], [1.4489, 0.9789, 1.0615]],
  "smiles": "OCCCCS.O",
  "charge": 0
}

=====

3.
{
  "formula": "C4H12O2S2",
  "method": "ωB97M-V/def2-TZVPD",
  "elements": ["C", "S", "O", "C", "H", "H", "H", "H", "H", "H", "C", "S", "O", "C", "H", "H", "H", "H", "H", "H"],
  "xyz": [[-1.769, -1.373, 0.423], [-3.345, -0.829, -0.264], [-4.437, -1.322, 0.663], [-3.156, 0.838, 0.141], [-1.785, -1.171, 1.399], [-0.910, -1.016, -0.059], [-1.798, -2.528, 0.276], [-2.335, 1.193, -0.229], [-3.436, 1.011, 1.027], [-4.069, 1.284, -0.283], [3.990, 0.436, -0.568], [2.438, 0.375, -1.294], [1.967, -0.940, -1.853], [1.515, 0.611, 0.247], [3.969, 1.285, 0.088], [4.728, 0.715, -1.341], [4.230, -0.375, 0.171], [1.950, 1.312, 0.583], [1.781, -0.332, 0.832], [0.471, 0.827, 0.035]],
  "forces_ev_per_angstrom": [[-1.5114, -3.9614, -3.1686], [-0.7137, -1.6890, 0.4178], [0.9931, 0.2195, -0.7283], [-4.5166, -1.7206, -4.8170], [0.0293, 0.8345, 4.0124], [1.0292, 0.6989, -0.9317], [0.1627, 1.9520, 0.3397], [4.7519, 2.4932, -1.8745], [-0.7345, 0.8734, 7.6567], [0.4988, 0.2374, -0.9469], [2.0345, -0.6970, 1.2577], [-3.2084, -0.0275, -1.6410], [1.0255, 0.5010, 0.5819], [-4.0539, -10.2981, -4.3473], [-0.1979, 0.8567, 0.1691], [-0.0714, -0.8764, 0.4599], [0.0972, 0.1632, -1.2488], [5.3355, 9.6880, 5.1977], [-1.0341, 1.1763, -0.5147], [0.0840, -0.4241, 0.1259]],
  "charge": 0
}

=====

4.
{
  "formula": "C4H12O2S2",
  "method": "ωB97M-V/def2-TZVPD",
  "elements": ["C", "S", "O", "C", "H", "H", "H", "H", "H", "H", "C", "S", "O", "C", "H", "H", "H", "H", "H", "H"],
  "xyz": [[45.481, 5.513, 49.773], [44.685, 4.359, 50.825], [43.181, 4.607, 50.909], [44.721, 2.823, 49.821], [45.112, 5.308, 48.771], [46.614, 5.202, 49.431], [45.387, 6.349, 49.790], [44.614, 3.385, 48.837], [43.996, 2.105, 50.118], [45.863, 2.458, 49.920], [44.954, 5.149, 45.802], [45.736, 3.702, 45.157], [46.097, 2.866, 46.401], [44.230, 2.916, 44.542], [45.530, 5.710, 46.118], [44.301, 4.617, 46.406], [44.322, 5.746, 45.060], [44.382, 2.233, 43.719], [43.793, 3.686, 43.777], [43.601, 2.773, 45.307]],
  "forces_ev_per_angstrom": [[4.8207, -18.5486, -4.8788], [-2.1324, -1.2145, 2.7819], [1.5301, 0.5333, -0.4947], [4.4748, 2.6402, -1.4030], [-0.7633, -0.2317, -0.4356], [-2.3885, 0.6894, 1.8418], [-1.9880, 17.7850, 2.1682], [-0.2188, -1.9656, 0.6081], [-0.5817, -0.1703, 0.2697], [-2.7181, 0.4282, -0.4794], [-10.3913, -7.8147, -7.8323], [1.1508, -2.3427, 0.3850], [-0.4368, 1.4879, -1.4963], [1.6669, 3.6252, -5.3313], [10.0681, 9.2720, 6.2775], [-1.3836, 0.0495, 2.1212], [0.8631, -1.1399, 0.5598], [0.5230, -1.3930, 0.9254], [0.3046, -0.5022, 1.7895], [-2.3997, -1.1874, 2.6233]],
  "charge": 0
}

=====

So what do the calculations give for energy above the lowest of the compared OMol25 structures with the same formula, charge and spin? Going down the list: 14.49 36.82 105.24 160.60 kcal/mol.